1.
Entry from the Open Molecules 2025 dataset: the molecule C22H29N5O3 (the ωB97M-V functional and the def2-TZVPD basis).

SMILES ... Cc1cc(C(=O)N2CCC[C@H](N3CCN(Cc4ccc5c(c4)OCO5)CC3)C2)n[nH]1
Energy relative to the best compared isomer or geometry (same formula, charge and spin) ... 337.5 kJ/mol
E ... -36877.30569 eV
Max |F| ... 1.27 eV/A
Net charge ... 0
HOMO-LUMO gap ... 8.7651 eV
Multiplicity ... 1
LUMO ... 0.80 eV

The geometry in XYZ format:
```
59
Properties=species:S:1:pos:R:3:nbo_charge:R:1
C -8.7863 -2.0102 0.9227 -0.64
C -7.4620 -1.4981 0.4905 0.15
C -6.1871 -1.7601 0.9295 -0.29
C -5.3379 -0.9710 0.1216 0.02
N -6.0591 -0.2706 -0.7465 -0.27
N -7.3267 -0.5981 -0.5134 -0.32
H -8.0602 -0.1738 -1.0599 0.41
C -3.8710 -0.9485 0.3162 0.65
O -3.4086 -1.4295 1.3438 -0.64
N -3.0664 -0.4458 -0.6485 -0.42
C -3.4647 0.2530 -1.8457 -0.23
H -4.5366 0.1370 -1.9928 0.26
C -3.0987 1.7351 -1.7313 -0.40
C -1.6052 1.8890 -1.4540 -0.40
H -1.3439 2.9383 -1.3130 0.22
H -1.0423 1.5126 -2.3102 0.19
C -1.2342 1.1005 -0.1932 -0.04
N 0.1489 1.3204 0.1846 -0.45
C 1.1514 0.6909 -0.6529 -0.23
H 0.9332 0.8956 -1.7014 0.20
C 2.5189 1.2706 -0.3046 -0.22
N 2.8231 0.9921 1.0855 -0.44
C 1.8108 1.5953 1.9290 -0.22
C 0.4424 1.0211 1.5730 -0.22
H -0.3192 1.4804 2.2061 0.21
H 0.4552 -0.0636 1.7682 0.17
H 2.0402 1.3677 2.9729 0.20
H 1.7820 2.6928 1.8048 0.17
C 4.1670 1.4108 1.4401 -0.23
C 5.1979 0.5588 0.7486 -0.03
C 6.3047 1.1245 0.1380 -0.21
C 7.2777 0.3494 -0.4915 -0.26
C 7.0899 -1.0097 -0.4888 0.21
C 5.9733 -1.5878 0.1186 0.30
C 5.0188 -0.8289 0.7447 -0.29
H 4.1529 -1.2684 1.2083 0.24
O 6.0331 -2.9503 -0.0277 -0.49
C 7.2217 -3.2117 -0.7404 0.24
O 7.8762 -1.9955 -1.0296 -0.48
H 6.9809 -3.7331 -1.6813 0.16
H 7.8834 -3.8509 -0.1332 0.16
H 8.1383 0.7935 -0.9626 0.23
H 6.4248 2.1975 0.1486 0.21
H 4.3429 2.4767 1.2071 0.17
H 4.2760 1.2841 2.5229 0.21
H 3.2871 0.8088 -0.9288 0.21
H 2.5090 2.3580 -0.5016 0.17
H 1.1904 -0.4003 -0.4997 0.17
C -1.6437 -0.3735 -0.3965 -0.26
H -1.4315 -0.9610 0.4980 0.25
H -1.1117 -0.8005 -1.2530 0.19
H -1.8416 1.4927 0.6321 0.20
H -3.3674 2.2473 -2.6563 0.21
H -3.6743 2.1772 -0.9163 0.20
H -2.9269 -0.1906 -2.6933 0.18
H -5.8728 -2.4165 1.7126 0.24
H -9.2834 -2.5310 0.1043 0.22
H -9.4291 -1.1913 1.2453 0.22
H -8.6597 -2.7016 1.7503 0.24
```


2.
Entry from the Open Molecules 2025 dataset: a structure of composition C22H29N8OSV (the ωB97M-V functional and the def2-TZVPD basis).

Energy relative to the best compared isomer or geometry (same formula, charge and spin) ... 0.0 kJ/mol
<S²> ... 2.016
E ... -73766.15087 eV
Max |F| ... 0.33 eV/A
Net charge ... +2
HOMO-LUMO gap (spin up / spin down) ... 8.4707 / 8.5050 eV
Multiplicity ... 3
LUMO (spin up / spin down) ... -5.68 / -5.90 eV

The geometry in XYZ format:
```
62
Properties=species:S:1:pos:R:3:mulliken_spin:R:1
V 0.0122 0.3260 -0.1195 1.97
O -2.5796 1.8365 2.7566 0.03
C -1.6399 1.4216 2.1053 0.02
N -1.6513 0.9565 0.8424 -0.08
C -2.9580 0.8263 0.2396 0.02
C -2.9394 -0.4275 -0.5754 0.01
C -4.0960 -1.0387 -1.0426 0.00
C -3.9972 -2.1937 -1.7909 0.00
C -2.7322 -2.7066 -2.0615 0.00
C -1.6330 -2.0400 -1.5722 0.03
N -1.7167 -0.9140 -0.8377 -0.06
C -0.2723 1.2930 2.7143 0.02
C -0.0223 1.6914 4.0147 0.00
C 1.2265 1.4433 4.5552 0.01
C 2.1719 0.7793 3.7801 0.00
C 1.8423 0.4229 2.4896 0.03
N 0.6469 0.6927 1.9414 -0.07
H -3.2174 1.6824 -0.4001 0.00
H -3.7307 0.7929 1.0103 0.00
H -5.0574 -0.6064 -0.7999 0.00
H -4.8847 -2.6936 -2.1549 0.00
H -2.6007 -3.6108 -2.6383 0.00
H -0.6400 -2.4249 -1.7650 0.00
H -0.8217 2.1677 4.5655 0.00
H 1.4594 1.7403 5.5690 0.00
H 3.1494 0.5357 4.1716 0.00
H 2.5532 -0.1228 1.8820 0.00
C 1.2786 0.8686 -2.9902 0.00
C 2.4444 0.4277 -2.1245 0.02
N 2.1913 0.6952 -0.6814 0.01
C 2.7014 2.0311 -0.2696 0.01
C 1.8548 3.1645 -0.8219 -0.01
S 0.1060 2.8523 -0.4143 -0.02
C -0.7360 2.9628 -2.0288 -0.01
C -1.0317 1.6038 -2.6814 0.02
N -0.0181 0.5756 -2.3297 -0.01
H 1.3275 1.9358 -3.1860 0.00
H 1.3311 0.3800 -3.9644 0.00
H 2.6260 -0.6372 -2.2448 -0.01
H 3.3578 0.9311 -2.4514 0.00
H 2.7392 0.0098 -0.1685 0.00
H 2.6887 2.0716 0.8177 0.00
H 3.7390 2.1545 -0.5912 0.00
H 2.1461 4.1007 -0.3485 0.00
H 1.9727 3.2963 -1.8941 0.00
H -1.6702 3.4927 -1.8503 0.00
H -0.1314 3.6110 -2.6612 0.00
H -2.0025 1.2325 -2.3600 0.00
H -1.0770 1.7326 -3.7662 0.00
H -0.3711 -0.3032 -2.6964 0.01
N -0.0722 -4.0826 3.0289 0.00
C 0.4351 -3.5603 1.9015 0.00
C 0.1656 -2.2246 1.5199 0.05
N 0.6680 -1.7103 0.4081 -0.06
C 1.4431 -2.5076 -0.3501 0.06
C 1.7110 -3.8069 0.0420 0.00
N 1.2205 -4.3356 1.1507 0.01
H -0.7255 -3.5834 3.6048 0.00
H 0.1221 -5.0474 3.2414 0.00
H -0.4768 -1.5995 2.1261 0.00
H 1.8315 -2.1180 -1.2769 -0.01
H 2.3401 -4.4432 -0.5692 0.00
```